Record 1
# C4H4BaO5

A molecular structure, C4H4BaO5 in a non-equilibrium geometry (the ωB97M-V functional and the def2-TZVPD basis, OMol25).

```
14
Properties=species:S:1:pos:R:3:forces:R:3
O -0.213 -1.041 0.225 1.170 -1.459 0.163
H -3.846 -0.683 -1.460 0.154 -0.069 0.167
O -0.543 1.230 -0.018 2.049 0.695 0.117
O -1.888 -0.198 -1.114 -0.297 0.052 -0.299
C -3.045 -0.923 -0.750 0.118 -0.182 -0.067
C -3.311 -0.423 0.664 -0.083 0.090 0.109
O -2.029 -0.056 1.132 -0.073 -0.028 0.223
C -1.123 0.049 0.048 0.900 -0.271 -0.341
H -2.848 -2.007 -0.769 -0.027 0.219 0.024
H -3.730 -1.189 1.329 0.033 0.160 -0.175
H -3.965 0.464 0.663 0.060 -0.201 -0.008
Ba 2.016 1.404 0.107 -2.344 -0.695 -0.210
C 1.286 -1.182 -0.215 -0.340 1.187 0.273
O 1.823 -2.244 -0.084 -1.319 0.503 0.024
```
Positions in Å, forces in eV/Å.

The HOMO-LUMO gap is 5.556 eV. Its calculated total energy is -556.45813 a.u. As for the net charge: 0. The LUMO energy comes out at -1.5 eV. The value obtained for the relative energy (zero: lowest compared OMol25 entry of this formula, charge and spin) is 129.3 kJ/mol.

Calculated atomic charges, method Mulliken, unit e: -0.310 0.263 -0.994 -0.394 -0.352 -0.348 -0.375 0.982 0.263 0.248 0.246 1.594 -0.381 -0.440

***

Record 2
# C4H4Br12

A molecular structure, C4H4Br12 in a non-equilibrium geometry (the ωB97M-V functional and the def2-TZVPD basis, OMol25).

```
20
Properties=species:S:1:pos:R:3:forces:R:3
C -2.228 -1.455 -4.046 0.854 0.076 0.076
Br -0.849 -1.926 -2.558 -0.957 0.282 -0.695
Br -4.055 -2.152 -3.831 0.793 0.225 0.001
Br -1.458 -1.820 -5.830 -0.307 -0.140 0.420
H -2.238 -0.365 -4.028 -0.364 -0.303 0.268
C 2.819 -0.980 -1.385 1.751 -1.489 -0.268
Br 2.173 -2.701 -0.647 -0.020 1.156 -0.375
Br 3.667 -1.466 -3.200 -0.744 0.685 1.134
Br 4.266 -0.344 -0.190 -0.791 -0.009 -0.646
H 2.079 -0.193 -1.534 -0.068 -0.385 0.105
C -0.391 2.817 4.443 -0.470 -0.208 1.059
Br 1.233 2.999 5.551 -0.489 -0.076 -0.918
Br -1.571 4.314 4.885 0.131 -0.352 -0.168
Br -1.229 1.094 4.881 0.248 0.758 -0.337
H -0.254 2.863 3.362 0.530 -0.184 0.345
C -0.330 -0.092 0.810 -0.479 -1.066 -1.085
Br -0.750 -1.974 1.341 -0.174 -0.477 0.747
Br 1.104 0.864 1.822 0.465 0.338 0.189
Br -1.987 0.857 0.353 -0.638 0.717 0.097
H 0.000 -0.341 -0.198 0.729 0.452 0.052
```
Positions in Å, forces in eV/Å.

As for the spin multiplicity: 2. The HOMO-LUMO gap (spin up / spin down) is 2.905 / 8.542 eV. Its calculated total energy is -31042.93817 a.u. As for the net charge: -1. The LUMO energy (spin up / spin down) comes out at 1.4 / 2.0 eV. The expectation value of S² is 0.755. The value obtained for the relative energy (zero: lowest compared OMol25 entry of this formula, charge and spin) is 33.6 kJ/mol.

Calculated atomic charges, method natural (NBO), unit e: -0.455 -0.037 0.033 0.000 0.201 -0.421 0.090 -0.012 0.054 0.224 -0.454 0.060 0.046 0.089 0.247 -0.530 -0.107 -0.124 -0.079 0.174

***

Record 3
# C4H4Br2

A molecular structure, C4H4Br2 in a non-equilibrium geometry (the ωB97M-V functional and the def2-TZVPD basis, OMol25).

```
10
Properties=species:S:1:pos:R:3:forces:R:3
C 1.596 -0.554 0.879 2.886 3.035 2.260
C 0.805 -1.409 0.690 -1.093 -1.075 -0.958
C -0.872 0.534 -1.806 -1.710 -3.816 0.133
C 0.373 0.534 -2.138 2.265 1.583 0.117
Br 1.497 2.084 -1.763 -0.559 -0.582 -0.329
Br 1.336 -0.897 -2.844 -0.072 -0.195 -0.147
H 2.303 0.203 1.345 -1.382 -1.484 -1.260
H -1.457 1.254 -1.330 -0.349 1.445 0.486
H 0.130 -2.091 0.261 -0.390 -0.500 0.075
H -1.351 -0.503 -1.825 0.404 1.590 -0.378
```
Positions in Å, forces in eV/Å.

The HOMO-LUMO gap is 10.244 eV. Its calculated total energy is -5302.71220 a.u. As for the net charge: 0. The LUMO energy comes out at 0.5 eV. The value obtained for the relative energy (zero: lowest compared OMol25 entry of this formula, charge and spin) is 219.5 kJ/mol.

Calculated atomic charges, method natural (NBO), unit e: -0.238 -0.249 -0.444 -0.181 0.047 0.130 0.255 0.234 0.228 0.219